[1]
ORCA calculation (ωB97M-V/def2-TZVPD) on the molecule C29H30N4O2.

Its structure (SMILES) is N#Cc1cc2c(OC[C@H](O)CN3CCN(C(c4ccccc4)c4ccccc4)CC3)cccc2[nH]1. For the largest force on an atom, the calculation gives 1.21 eV/A. As for the energy above the lowest of the compared OMol25 structures with the same formula, charge and spin: 2.732 eV. Its spin multiplicity is 1. The value obtained for the HOMO energy is -8.207 eV. The frontier orbital gap comes out at 8.659 eV.

Last columns: bonded neighbours and bond lengths (Å).
Atoms and positions in Å:
1 N 6.5781 2.4359 2.7237  C2 1.149
2 C 6.1307 1.6055 2.0683  N1 1.149, C3 1.399
3 C 5.5829 0.5949 1.2711  C2 1.399, C4 1.377, N11 1.379
4 C 4.5326 -0.2482 1.5554  C3 1.377, C5 1.414, H65 1.071
5 C 4.3667 -1.0850 0.4276  C4 1.414, C6 1.411, C10 1.415
6 C 3.4662 -2.1294 0.1307  C5 1.411, C7 1.381, O16 1.357
7 C 3.5836 -2.7462 -1.0998  C6 1.381, C8 1.400, H15 1.078
8 C 4.5626 -2.3533 -2.0202  C7 1.400, C9 1.375, H14 1.080
9 C 5.4542 -1.3403 -1.7583  C8 1.375, C10 1.392, H13 1.079
10 C 5.3460 -0.7088 -0.5220  C5 1.415, C9 1.392, N11 1.360
11 N 6.0696 0.3109 0.0130  C3 1.379, C10 1.360, H12 1.006
12 H 6.8395 0.7857 -0.4274  N11 1.006
13 H 6.2045 -1.0457 -2.4749  C9 1.079
14 H 4.6106 -2.8717 -2.9660  C8 1.080
15 H 2.9219 -3.5523 -1.3729  C7 1.078
16 O 2.5558 -2.4278 1.0914  C6 1.357, C17 1.410
17 C 1.5746 -3.4014 0.8127  O16 1.410, C18 1.538, H63 1.098, H64 1.098
18 C 0.5895 -3.4556 1.9930  C17 1.538, O19 1.403, C21 1.539, H62 1.094
19 O -0.4170 -4.3949 1.7220  C18 1.403, H20 0.968
20 H -1.0087 -3.9777 1.0792  O19 0.968
21 C -0.0255 -2.0703 2.2611  C18 1.539, N22 1.458, H60 1.094, H61 1.094
22 N -0.8573 -1.6895 1.1256  C21 1.458, C23 1.453, C27 1.453
23 C -0.3385 -0.5606 0.3721  N22 1.453, C24 1.533, H58 1.091, H59 1.105
24 C -1.1538 -0.3976 -0.9154  C23 1.533, N25 1.451, H56 1.091, H57 1.095
25 N -2.5728 -0.2025 -0.6814  C24 1.451, C26 1.452, C32 1.460
26 C -3.0613 -1.2716 0.1708  N25 1.452, C27 1.535, H30 1.091, H31 1.095
27 C -2.2514 -1.4529 1.4617  N22 1.453, C26 1.535, H28 1.092, H29 1.105
28 H -2.6391 -2.3159 2.0078  C27 1.092
29 H -2.3696 -0.5622 2.1047  C27 1.105
30 H -4.1071 -1.0853 0.4195  C26 1.091
31 H -3.0012 -2.1968 -0.4118  C26 1.095
32 C -2.9352 1.1325 -0.2153  N25 1.460, C33 1.514, C44 1.514, H55 1.105
33 C -4.4390 1.3099 -0.1946  C32 1.514, C34 1.389, C38 1.388
34 C -5.2473 0.6971 -1.1440  C33 1.389, C35 1.383, H43 1.079
35 C -6.6135 0.9106 -1.1434  C34 1.383, C36 1.385, H42 1.080
36 C -7.1887 1.7454 -0.2000  C35 1.385, C37 1.384, H41 1.080
37 C -6.3894 2.3621 0.7465  C36 1.384, C38 1.384, H40 1.080
38 C -5.0230 2.1443 0.7486  C33 1.388, C37 1.384, H39 1.081
39 H -4.4045 2.6295 1.4909  C38 1.081
40 H -6.8304 3.0137 1.4867  C37 1.080
41 H -8.2555 1.9135 -0.2017  C36 1.080
42 H -7.2326 0.4247 -1.8834  C35 1.080
43 H -4.7978 0.0396 -1.8715  C34 1.079
44 C -2.4013 2.2052 -1.1400  C32 1.514, C45 1.390, C49 1.388
45 C -2.5479 2.0896 -2.5173  C44 1.390, C46 1.382, H54 1.078
46 C -2.0973 3.0915 -3.3561  C45 1.382, C47 1.385, H53 1.080
47 C -1.5019 4.2264 -2.8300  C46 1.385, C48 1.383, H52 1.080
48 C -1.3554 4.3501 -1.4600  C47 1.383, C49 1.384, H51 1.080
49 C -1.8021 3.3439 -0.6207  C44 1.388, C48 1.384, H50 1.081
50 H -1.6807 3.4480 0.4488  C49 1.081
51 H -0.8904 5.2308 -1.0416  C48 1.080
52 H -1.1530 5.0104 -3.4858  C47 1.080
53 H -2.2131 2.9890 -4.4253  C46 1.080
54 H -3.0066 1.2026 -2.9245  C45 1.078
55 H -2.5523 1.3373 0.8006  C32 1.105
56 H -0.7628 0.4396 -1.4950  C24 1.091
57 H -1.0525 -1.3111 -1.5108  C24 1.095
58 H 0.7063 -0.7450 0.1184  C23 1.091
59 H -0.3814 0.3731 0.9612  C23 1.105
60 H 0.7792 -1.3501 2.4327  C21 1.094
61 H -0.6288 -2.1354 3.1715  C21 1.094
62 H 1.1165 -3.8055 2.8859  C18 1.094
63 H 2.0317 -4.3905 0.6796  C17 1.098
64 H 1.0175 -3.1422 -0.0977  C17 1.098
65 H 3.9571 -0.2672 2.4586  C4 1.071

Results of the Mulliken charge analysis, in e, for atoms 1 through 5: N -0.511; C 0.247; C -0.134; C -0.498; C 1.858

[2]
ORCA calculation (ωB97M-V/def2-TZVPD) on a 3-piece molecular cluster, C36H77BrIN5O6P overall.

For the largest force on an atom, the calculation gives 3.34 eV/A. Its spin multiplicity is 1. The value obtained for the HOMO energy is -9.554 eV. Its total charge is +1. The frontier orbital gap comes out at 6.064 eV.

Last columns: bonded neighbours and bond lengths (Å).
Atoms and positions in Å:
1 C -1.2587 -10.0676 -0.6176  C2 1.525, H37 1.082, H38 1.085, H39 1.084
2 C -0.2191 -8.9519 -0.5967  C1 1.525, C3 1.523, H40 1.087, H41 1.086
3 C -0.7981 -7.5961 -0.2155  C2 1.523, C4 1.532, H42 1.089, H43 1.088
4 C 0.2440 -6.5586 0.2132  C3 1.532, C5 1.521, H44 1.087, H45 1.084
5 C 1.4205 -6.3960 -0.7370  C4 1.521, C6 1.526, H46 1.087, H47 1.083
6 C 1.2017 -5.2863 -1.7616  C5 1.526, C7 1.541, H48 1.090, H49 1.090
7 C 2.1794 -5.3213 -2.9527  C6 1.541, C8 1.548, H50 1.085, H51 1.084
8 C 3.1876 -4.1467 -2.9782  C7 1.548, C9 1.531, H52 1.081, H53 1.084
9 C 3.0500 -3.3460 -4.2759  C8 1.531, C10 1.543, H54 1.084, H55 1.085
10 C 3.6350 -1.9185 -4.2428  C9 1.543, C11 1.540, H56 1.084, H57 1.086
11 C 2.5812 -0.8610 -4.6203  C10 1.540, C12 1.556, H58 1.084, H59 1.082
12 C 2.2707 0.2417 -3.5667  C11 1.556, N13 1.466, H60 1.080, H61 1.080
13 N 2.4128 -0.1773 -2.1686  C12 1.466, C14 1.332, C28 1.511
14 C 3.3296 0.4620 -1.4434  N13 1.332, N15 1.351, N16 1.368
15 N 4.0555 1.5280 -1.8469  C14 1.351, H62 1.000, H63 1.007
16 N 3.5493 0.0687 -0.1521  C14 1.368, C17 1.475, C21 1.484
17 C 4.9813 -0.1946 0.0838  N16 1.475, C18 1.536, H64 1.082, H65 1.083
18 C 5.6340 0.9476 0.8762  C17 1.536, O19 1.217, I20 2.179
19 O 6.8300 1.1743 0.8772  C18 1.217
20 I 4.2969 2.2623 1.9854  C18 2.179
21 C 2.7028 -1.1020 0.1858  N16 1.484, C22 1.536, O27 1.385, H66 1.091
22 C 2.7514 -1.3786 1.6960  C21 1.536, P23 1.800, H67 1.081, H68 1.085
23 P 3.5002 -2.9438 2.1748  C22 1.800, O24 1.460, O25 1.609, O26 1.606
24 O 2.5121 -3.8824 2.6985  P23 1.460
25 O 4.2827 -3.5265 0.8951  P23 1.609, H69 0.960
26 O 4.6357 -2.5954 3.2551  P23 1.606, H70 0.964
27 O 1.3758 -0.8461 -0.1156  C21 1.385, C28 1.422
28 C 1.1092 -0.3848 -1.4337  N13 1.511, O27 1.422, C29 1.526, C33 1.528
29 C 0.3004 -1.4768 -2.1283  C28 1.526, C30 1.533, H71 1.086, H72 1.086
30 C -0.8971 -1.8968 -1.2674  C29 1.533, C31 1.545, H73 1.084, H74 1.082
31 C -2.2707 -1.5650 -1.8918  C30 1.545, O32 1.422, H75 1.085, H76 1.081
32 O -2.9256 -0.5814 -1.1004  C31 1.422, H77 0.955
33 C 0.2930 0.9013 -1.3105  C28 1.528, C34 1.542, H78 1.085, H79 1.083
34 C 0.6920 1.8766 -0.1842  C33 1.542, C35 1.519, H80 1.090, H81 1.082
35 C -0.4797 2.2132 0.7218  C34 1.519, Br36 1.933, H82 1.081, H83 1.081
36 Br -0.8389 0.7702 1.9572  C35 1.933
37 H -1.5890 -10.2935 -1.6234  C1 1.082
38 H -0.8532 -10.9914 -0.2189  C1 1.085
39 H -2.1242 -9.8307 -0.0097  C1 1.084
40 H 0.6028 -9.1903 0.0737  C2 1.087
41 H 0.2038 -8.8633 -1.5934  C2 1.086
42 H -1.4277 -7.2051 -1.0137  C3 1.089
43 H -1.4586 -7.7572 0.6339  C3 1.088
44 H -0.2630 -5.6048 0.3346  C4 1.087
45 H 0.5998 -6.8383 1.1981  C4 1.084
46 H 2.2734 -6.1027 -0.1311  C5 1.087
47 H 1.7107 -7.3269 -1.2092  C5 1.083
48 H 1.2331 -4.3357 -1.2291  C6 1.090
49 H 0.1790 -5.3967 -2.1224  C6 1.090
50 H 1.5830 -5.3260 -3.8590  C7 1.085
51 H 2.6971 -6.2734 -2.9166  C7 1.084
52 H 2.9644 -3.5307 -2.1188  C8 1.081
53 H 4.1871 -4.5650 -2.9379  C8 1.084
54 H 3.5598 -3.9119 -5.0477  C9 1.084
55 H 2.0034 -3.3465 -4.5612  C9 1.085
56 H 4.3943 -1.8795 -5.0148  C10 1.084
57 H 4.1434 -1.7054 -3.3075  C10 1.086
58 H 2.9488 -0.3166 -5.4822  C11 1.084
59 H 1.6455 -1.3094 -4.9255  C11 1.082
60 H 1.2502 0.5436 -3.7479  C12 1.080
61 H 2.8775 1.1016 -3.8079  C12 1.080
62 H 4.5089 1.5498 -2.7382  N15 1.000
63 H 4.1615 2.2883 -1.1958  N15 1.007
64 H 5.5550 -0.2309 -0.8327  C17 1.082
65 H 5.1370 -1.1398 0.5881  C17 1.083
66 H 3.0862 -1.9578 -0.3711  C21 1.091
67 H 1.7316 -1.4370 2.0510  C22 1.081
68 H 3.2166 -0.5576 2.2323  C22 1.085
69 H 5.1819 -3.7967 1.0962  O25 0.960
70 H 5.0670 -3.4302 3.4700  O26 0.964
71 H -0.0617 -1.1362 -3.0936  C29 1.086
72 H 0.9579 -2.3217 -2.3108  C29 1.086
73 H -0.8344 -2.9666 -1.1065  C30 1.084
74 H -0.8947 -1.4192 -0.2968  C30 1.082
75 H -2.8670 -2.4708 -1.8922  C31 1.085
76 H -2.1671 -1.1546 -2.8865  C31 1.081
77 H -3.2703 -1.0008 -0.3141  O32 0.955
78 H -0.7276 0.5807 -1.1296  C33 1.085
79 H 0.2784 1.4434 -2.2477  C33 1.083
80 H 0.9611 2.8223 -0.6547  C34 1.090
81 H 1.5575 1.5657 0.3863  C34 1.082
82 H -0.2469 3.1161 1.2678  C35 1.081
83 H -1.3539 2.4153 0.1181  C35 1.081
84 C 2.2537 5.9334 3.9290  C85 1.521, H91 1.091, H92 1.090, H93 1.093
85 C 0.9630 6.6698 4.2525  C84 1.521, N86 1.451, H94 1.092, H95 1.101
86 N 0.0177 6.6592 3.1519  C85 1.451, C87 1.454, C89 1.449
87 C -1.0781 7.6003 3.3158  N86 1.454, C88 1.533, H96 1.093, H97 1.094
88 C -2.0526 7.3799 4.4785  C87 1.533, H98 1.089, H99 1.091, H100 1.090
89 C -0.3430 5.3469 2.6535  N86 1.449, C90 1.536, H101 1.097, H102 1.094
90 C -0.9457 4.3382 3.6425  C89 1.536, H103 1.090, H104 1.093, H105 1.088
91 H 2.7003 6.3149 3.0092  C84 1.091
92 H 2.9735 6.0698 4.7364  C84 1.090
93 H 2.0899 4.8590 3.8170  C84 1.093
94 H 1.2128 7.7098 4.4731  C85 1.092
95 H 0.5359 6.2493 5.1760  C85 1.101
96 H -1.6433 7.6378 2.3807  C87 1.093
97 H -0.6372 8.5955 3.4248  C87 1.094
98 H -2.7229 6.5408 4.2972  C88 1.089
99 H -2.6765 8.2663 4.6038  C88 1.091
100 H -1.5343 7.2105 5.4225  C88 1.090
101 H 0.5552 4.8954 2.2148  C89 1.097
102 H -1.0280 5.4777 1.8106  C89 1.094
103 H -0.3870 4.2977 4.5780  C90 1.090
104 H -0.9234 3.3346 3.2104  C90 1.093
105 H -1.9854 4.5613 3.8738  C90 1.088
106 C -7.3346 5.0110 -0.7510  C107 1.521, H113 1.091, H114 1.090, H115 1.091
107 C -6.9848 3.5925 -0.3272  C106 1.521, N108 1.451, H116 1.093, H117 1.101
108 N -5.5779 3.2788 -0.4940  C107 1.451, C109 1.451, C111 1.451
109 C -5.2813 1.8622 -0.3864  N108 1.451, C110 1.535, H118 1.093, H119 1.094
110 C -5.5272 1.1722 0.9622  C109 1.535, H120 1.090, H121 1.093, H122 1.090
111 C -4.6510 4.1724 0.1747  N108 1.451, C112 1.535, H123 1.093, H124 1.094
112 C -4.7799 4.3491 1.6941  C111 1.535, H125 1.090, H126 1.092, H127 1.089
113 H -6.9947 5.2070 -1.7685  C106 1.091
114 H -8.4156 5.1483 -0.7224  C106 1.090
115 H -6.8953 5.7587 -0.0895  C106 1.091
116 H -7.5560 2.9011 -0.9515  C107 1.093
117 H -7.3300 3.4369 0.7071  C107 1.101
118 H -4.2409 1.7005 -0.6796  C109 1.093
119 H -5.8752 1.3431 -1.1449  C109 1.094
120 H -4.7782 1.4463 1.7047  C110 1.090
121 H -5.4702 0.0881 0.8337  C110 1.093
122 H -6.5135 1.3981 1.3671  C110 1.090
123 H -4.7417 5.1587 -0.2879  C111 1.093
124 H -3.6334 3.8479 -0.0632  C111 1.094
125 H -5.8133 4.5087 2.0023  C112 1.090
126 H -4.2091 5.2252 2.0097  C112 1.092
127 H -4.3863 3.4952 2.2442  C112 1.089

Results of the Mulliken charge analysis, in e, for atoms 1 through 5: C -1.283; C -0.232; C -0.593; C -0.815; C -0.839

| no. | lowest unoccupied orbital energy (eV) |
| --- | --- |
| 1 | 0.5 |
| 2 | -3.5 |